Density functional theory data (ωB97M-V/def2-TZVPD) for a gas-phase ion, C2H2FO3P (charge -2) at a distorted geometry.

SMILES: C=C(F)P(=O)([O-])[O-]
Gap between HOMO and LUMO (eV): 6.182
Max |F| (eV/A): 5.66
Net charge: -2
DFT total energy (eV): -20255.0144
E_HOMO (eV): 0.96
ΔE to the lowest compared entry with this formula, charge and spin (kJ/mol): 46.8
Lowest unoccupied orbital energy (eV): 7.14

The geometry in XYZ format:
```
9
Properties=species:S:1:pos:R:3:mulliken_charge:R:1
C -0.037 -0.524 0.188 0.22
O -0.276 0.375 -2.437 -0.78
H -0.643 -1.381 2.022 0.28
C -0.678 -0.455 1.468 -0.92
O 0.039 2.133 -0.644 -0.82
P 0.424 0.764 -1.185 0.76
O 1.955 0.533 -1.180 -0.84
F 0.586 -1.660 -0.049 -0.24
H -1.369 0.215 1.817 0.33
```

Density functional theory data (ωB97M-V/def2-TZVPD) for a molecular structure, C39H36BCl3FN5O6PTl.

Gap between HOMO and LUMO (eV): 6.642
Max |F| (eV/A): 0.41
Net charge: -2
DFT total energy (eV): -115713.5624
E_HOMO (eV): -2.74
ΔE to the lowest compared entry with this formula, charge and spin (kJ/mol): 149.4
Lowest unoccupied orbital energy (eV): 3.90

The geometry in XYZ format:
```
93
Properties=species:S:1:pos:R:3:mulliken_charge:R:1
C 2.592 3.524 -3.616 -0.72
O 1.705 -1.589 -2.542 -0.58
C 1.873 -2.417 3.743 -0.83
C 2.279 -0.987 1.844 0.60
H 3.214 2.976 -1.636 0.48
Cl -1.349 0.597 2.208 -0.17
C -4.180 -0.103 -0.463 0.50
C -2.361 1.387 -3.308 0.58
H 2.251 -1.123 6.811 0.36
H 5.625 -2.112 5.489 0.42
C 3.827 -1.010 3.621 -0.45
H 4.065 0.196 1.831 0.59
C 1.654 3.326 -4.623 -0.79
C 3.065 -1.947 4.315 0.61
C -1.476 -1.910 -4.201 0.24
C 0.509 1.718 -3.236 0.60
H -4.566 1.925 -1.012 0.19
H -1.332 2.681 4.094 0.44
H 4.754 -0.650 4.046 0.41
H -0.904 -0.176 -5.361 0.44
C -3.670 3.412 -3.311 -0.57
C 2.489 2.822 -2.425 -1.22
O -2.043 -2.399 -5.170 -0.79
H 4.444 -4.263 4.830 0.38
C 3.245 -2.872 -0.495 0.04
H 2.689 -2.598 7.694 0.45
H 3.401 4.230 -3.761 0.38
H -5.738 3.201 -3.853 0.32
N 2.820 -3.590 0.306 -0.67
N 6.255 -1.327 -1.365 -0.69
C 3.780 -2.004 -1.469 0.25
O -1.542 -2.379 -3.002 -0.56
C -2.462 2.761 -3.108 -0.49
H -0.118 2.276 -5.215 0.39
C -0.842 4.463 2.996 0.41
H 1.446 -2.645 6.437 0.32
C -0.531 4.995 1.758 -0.78
N 3.542 -0.548 -3.351 -0.44
C -4.792 2.694 -3.702 -0.66
H 4.724 -0.815 6.290 0.43
C -0.649 -0.634 -4.406 -0.52
H 3.978 -4.439 6.535 0.45
C -4.702 1.321 -3.882 -0.54
C 2.927 -1.388 -2.442 0.84
H -1.601 3.318 -2.764 0.17
C -5.420 -0.764 -0.422 -1.75
H -5.576 0.748 -4.166 0.42
H -5.996 -3.801 0.451 0.24
C 4.801 -1.897 6.172 -2.23
H 2.914 0.091 -3.811 0.16
C 1.512 -1.926 2.516 0.05
C 1.449 1.922 -2.231 -0.07
N -3.207 -0.999 -0.608 0.24
C 3.676 -4.023 5.568 -1.65
C -0.474 4.163 0.658 0.65
H -0.330 6.052 1.645 0.42
H -5.657 -4.051 -1.261 0.33
H -6.396 -0.317 -0.323 0.39
H 5.052 -2.325 7.146 0.44
H 1.254 -3.159 4.229 0.48
H 2.755 -4.518 5.259 0.33
N -3.796 -2.210 -0.656 0.05
C -3.495 0.667 -3.684 -0.60
H -3.734 4.480 -3.142 0.39
H -3.449 -0.408 -3.810 0.27
F -1.740 -3.521 -0.457 -0.96
H -4.084 1.697 0.676 0.43
H 0.401 -0.936 -4.396 0.41
H -7.025 -3.042 -0.768 0.35
O 0.421 -2.254 1.756 -0.80
C 5.144 -1.660 -1.404 -0.14
C -3.911 1.358 -0.349 -0.37
H -3.067 -3.017 -0.603 0.23
Tl -0.771 -1.500 -1.128 2.60
O -0.669 1.983 -0.307 0.14
P -0.811 0.493 -2.980 1.19
C -5.998 -3.319 -0.529 -1.33
C -1.029 2.297 2.017 0.67
C -5.119 -2.112 -0.541 0.89
C 2.402 -2.200 6.716 -1.63
Cl -0.916 5.510 4.403 -0.30
C 3.488 -2.503 5.676 2.14
C 3.451 -0.512 2.370 -1.48
H 1.730 3.874 -5.554 0.36
O 1.685 -0.697 0.644 0.13
C -1.092 3.107 3.130 -0.76
C 0.617 2.425 -4.432 -0.24
C -0.715 2.751 0.690 -1.44
B 0.559 -1.504 0.604 -0.55
H 4.452 -0.184 -3.121 0.27
H -2.873 1.575 -0.596 -0.40
H 1.352 1.386 -1.296 0.46
Cl -0.058 4.882 -0.882 -0.27
```

Density functional theory data (ωB97M-V/def2-TZVPD) for a molecular structure, C18H24AuN4S2 at a distorted geometry.

Gap between HOMO and LUMO (spin up / spin down) (eV): 6.446 / 2.821
Max |F| (eV/A): 3.36
Net charge: +1
DFT total energy (eV): -50368.2014
Expectation value of S²: 2.0308
2S+1: 3
E_HOMO (spin up / spin down) (eV): -9.66 / -9.66
ΔE to the lowest compared entry with this formula, charge and spin (kJ/mol): 249.5
Lowest unoccupied orbital energy (spin up / spin down) (eV): -3.22 / -6.84

The geometry in XYZ format:
```
49
Properties=species:S:1:pos:R:3:mulliken_spin:R:1
H 0.628 3.207 1.178 0.00
C -3.290 -1.293 1.795 0.00
N 2.449 3.300 0.096 0.27
H 0.578 -4.830 -1.583 0.01
S 3.935 -0.539 -0.803 0.63
N -4.451 -2.244 1.887 0.00
H 1.890 4.419 1.891 0.02
H -1.095 -3.574 3.213 0.00
H 4.272 3.748 -0.803 0.00
C -0.532 1.213 -2.149 0.01
H -1.275 -3.113 1.578 0.00
C -4.230 -3.559 2.084 0.00
H 3.072 -5.092 -2.087 0.00
C 1.225 -3.943 -1.698 0.13
H -1.362 -0.996 2.849 0.00
C -1.798 -3.087 2.539 0.00
C 3.375 -2.930 -1.729 0.16
C 0.705 -2.723 -1.437 0.01
H -0.397 -2.643 -1.442 0.01
C 2.782 -1.731 -1.259 -0.06
C -1.907 3.140 -1.895 0.02
C 1.678 3.948 -1.023 0.03
N 1.429 -1.636 -1.187 0.10
H -3.677 -0.262 1.861 0.00
H 2.388 3.914 -1.886 0.00
C 3.817 3.865 0.232 -0.01
N -2.962 -3.992 2.491 0.00
H 3.774 4.913 0.481 0.01
C 0.489 1.873 -1.450 0.25
C 2.607 -4.099 -1.895 -0.05
H -2.809 3.699 -1.953 0.00
C -0.803 3.837 -1.362 0.00
C 0.425 3.218 -1.271 -0.08
Au 2.211 0.868 -1.096 0.52
C -1.822 1.790 -2.305 0.02
C 1.676 3.435 1.344 0.00
H -2.594 1.103 -2.673 0.00
H 2.092 2.601 1.979 0.00
H 4.433 -2.948 -1.983 0.00
H -2.672 -1.484 3.880 0.00
H -2.859 -1.446 0.807 0.00
H -2.692 -4.907 2.054 0.00
H -0.359 0.289 -2.723 0.01
H -5.346 -2.095 1.395 0.00
C -2.263 -1.655 2.863 0.00
S -5.399 -4.702 1.826 0.00
H -1.072 4.811 -0.961 0.00
H 1.386 4.998 -0.671 0.01
H 4.348 3.332 0.998 0.00
```

Density functional theory data (ωB97M-V/def2-TZVPD) for 2 unconnected molecules or ions with the total composition C3H10S at a distorted geometry.

SMILES: CCS.C
Gap between HOMO and LUMO (eV): 9.880
Max |F| (eV/A): 3.14
DFT total energy (eV): -14107.4084
E_HOMO (eV): -8.99
ΔE to the lowest compared entry with this formula, charge and spin (kJ/mol): 89.6
Lowest unoccupied orbital energy (eV): 0.89

The geometry in XYZ format:
```
14
Properties=species:S:1:pos:R:3:mulliken_charge:R:1
H 2.415 6.112 2.570 0.23
H 1.780 4.472 1.667 0.21
H 0.991 5.927 1.425 0.25
C 1.938 5.577 1.712 -0.94
H 1.369 -1.237 -0.596 0.14
C -0.727 -2.457 -0.873 -0.52
H 0.090 -3.240 -0.860 0.35
H -1.105 -2.406 -1.914 0.30
H -2.219 -3.575 -0.013 0.27
H -2.519 -1.826 0.242 0.34
C -1.782 -2.602 0.273 -0.89
S 0.083 -0.654 -0.710 -0.26
H 2.621 5.878 0.928 0.25
H -1.332 -2.750 1.242 0.28
```

Density functional theory data (ωB97M-V/def2-TZVPD) for 2 unconnected molecules or ions with the total composition C2H6NP at a distorted geometry.

Gap between HOMO and LUMO (spin up / spin down) (eV): 6.261 / 8.673
Max |F| (eV/A): 5.38
DFT total energy (eV): -12942.9573
Expectation value of S²: 2.0247
2S+1: 3
E_HOMO (spin up / spin down) (eV): -5.31 / -9.94
ΔE to the lowest compared entry with this formula, charge and spin (kJ/mol): 269.1
Lowest unoccupied orbital energy (spin up / spin down) (eV): 0.96 / -1.27

The geometry in XYZ format:
```
10
Properties=species:S:1:pos:R:3:mulliken_spin:R:1
N 1.698 -0.190 -0.104 0.13
P -2.224 0.467 0.623 0.01
H -1.046 -0.104 0.348 0.00
C 2.229 -0.974 0.613 1.13
H 0.198 1.158 -0.345 0.08
H -2.762 0.442 -0.543 0.00
H 1.990 -1.978 0.631 0.12
H 1.558 1.247 -1.569 0.04
H -2.790 -0.772 1.073 0.00
C 1.148 0.704 -0.725 0.49
```

Density functional theory data (ωB97M-V/def2-TZVPD) for a molecular structure, C20H50O13PtS7 at a distorted geometry.

Gap between HOMO and LUMO (spin up / spin down) (eV): 8.705 / 7.781
Max |F| (eV/A): 5.20
Net charge: +2
DFT total energy (eV): -127235.9712
Expectation value of S²: 2.0039
2S+1: 3
E_HOMO (spin up / spin down) (eV): -12.49 / -11.98
Lowest unoccupied orbital energy (spin up / spin down) (eV): -3.78 / -4.20

The geometry in XYZ format:
```
91
Properties=species:S:1:pos:R:3:mulliken_spin:R:1
C -3.498 -1.305 2.255 0.00
H 0.793 -3.721 -1.153 0.00
O -0.354 2.278 -1.330 0.05
H -3.067 2.088 -3.687 0.00
C -1.852 3.107 3.341 0.01
C -1.008 -4.786 -2.948 0.00
H -4.775 -1.155 -3.143 0.00
C 2.597 2.240 6.573 0.00
H -4.295 -1.050 1.556 0.00
C -3.303 1.027 -3.606 0.00
H 1.665 4.376 -0.855 0.00
H 2.241 3.004 7.264 0.00
O 1.368 -1.213 0.086 0.02
S -3.520 0.483 -1.832 0.02
O -2.555 -5.798 -4.229 0.00
S -2.286 1.861 2.045 0.02
S 2.526 -2.111 -0.464 0.02
H 1.862 1.007 8.163 0.00
C -3.096 3.126 0.875 0.00
H -2.810 3.202 3.852 0.00
O 0.455 0.629 4.407 0.00
C 2.342 0.893 7.191 0.00
O -1.036 -1.137 0.994 0.00
H 1.388 -2.351 -4.318 0.00
H 2.950 1.727 -2.628 0.00
H 0.610 5.794 -1.322 0.00
C 2.042 -1.529 -4.027 0.00
S -0.521 3.722 -1.855 0.05
H -3.166 -3.999 1.560 0.00
C 3.455 -2.496 1.023 0.00
H 2.616 2.999 3.485 0.00
C 1.719 -3.746 -0.579 0.00
H 2.460 3.834 2.056 0.00
H 3.301 0.453 7.463 0.00
H 4.805 2.229 2.135 0.00
H -2.449 3.930 0.522 0.00
H -1.673 -6.694 -2.491 0.00
H 3.647 0.094 -2.797 0.00
H -1.264 -3.975 -2.266 0.00
C -1.903 -4.984 -5.031 0.00
H 2.309 -4.627 -0.832 0.00
H -1.596 -4.289 0.765 0.00
H -3.955 3.536 1.407 0.00
H 3.489 1.167 -4.201 0.00
C -2.348 -3.538 1.006 0.00
C 0.347 3.750 -3.527 0.00
H 0.105 4.929 0.039 0.00
H -4.286 0.806 -4.020 0.00
H 4.072 -1.620 1.223 0.00
H -3.602 -0.535 3.020 0.00
H 2.533 -1.307 -4.975 0.00
H 4.844 1.205 0.686 0.00
H 0.003 2.956 -4.190 0.00
H 4.225 2.737 0.566 0.00
H 1.062 2.952 2.764 0.00
H -3.546 2.606 0.030 0.00
S 1.351 0.089 -3.568 0.04
O 1.658 1.327 0.447 0.10
O -1.975 -4.909 -6.285 0.00
S 2.552 1.276 1.690 0.02
O -1.065 -4.322 -4.271 0.00
H -4.180 -2.052 2.662 0.00
H 0.034 -4.922 -2.657 0.00
H -1.367 3.990 2.924 0.00
O 1.577 0.195 6.352 0.00
O 0.708 -0.076 -2.176 0.01
H -1.209 2.737 4.139 0.00
C 3.019 0.849 -3.270 0.00
C 1.200 1.009 5.319 0.00
H 2.593 -1.928 -3.176 0.00
H -2.882 -5.319 -2.289 0.00
C 0.659 4.794 -0.890 0.00
C -4.036 -1.267 -2.350 0.00
O -2.089 0.296 -1.443 0.06
O 1.732 2.254 5.525 0.00
H -3.223 -1.772 -2.871 0.00
Pt -0.070 0.346 -0.271 1.41
H 4.005 -3.436 0.982 0.00
O -1.015 1.491 1.279 0.17
H 0.269 4.702 -4.051 0.00
H 1.435 3.723 -3.453 0.00
S -1.794 -2.072 1.943 0.00
H -2.799 -3.298 0.043 0.00
H -4.549 -1.905 -1.630 0.00
H 1.230 -4.054 0.345 0.00
C 4.237 1.900 1.265 0.01
C -2.088 -5.767 -2.887 0.00
H -2.544 0.434 -4.116 0.00
H 2.790 -2.387 1.880 0.00
C 2.123 2.906 2.517 0.00
H 3.642 2.386 6.297 0.00
```